(1)
{"formula": "C23H26N9O2S2SeY", "method": "ωB97M-V with the def2-TZVPD basis set", "species": ["Y", "N", "C", "C", "C", "C", "C", "N", "C", "C", "C", "C", "C", "N", "H", "H", "H", "H", "H", "H", "H", "H", "H", "N", "C", "C", "C", "C", "C", "C", "S", "O", "O", "N", "C", "N", "C", "C", "C", "N", "H", "H", "H", "H", "H", "H", "H", "H", "H", "Se", "C", "N", "C", "S", "N", "C", "H", "H", "H", "H", "H", "H", "H", "H"], "xyz": [[-0.6019, 1.3542, -0.4506], [0.1047, 3.0188, 2.5968], [1.0990, 2.1171, 2.3110], [2.0530, 1.9296, 3.3315], [3.1213, 1.0930, 3.1346], [3.2378, 0.4581, 1.9010], [2.2710, 0.6984, 0.9489], [1.2149, 1.5079, 1.1249], [-1.1909, 3.2497, 2.1822], [-1.9093, 4.2139, 2.9090], [-3.2036, 4.5064, 2.5498], [-3.7604, 3.8412, 1.4623], [-2.9892, 2.9094, 0.8039], [-1.7360, 2.6016, 1.1573], [0.3074, 3.5292, 3.4479], [1.9224, 2.4320, 4.2776], [3.8469, 0.9321, 3.9177], [4.0602, -0.2079, 1.6944], [2.3454, 0.2312, -0.0315], [-1.4354, 4.7270, 3.7329], [-3.7693, 5.2412, 3.1022], [-4.7651, 4.0499, 1.1351], [-3.3771, 2.3912, -0.0720], [0.6509, -6.2695, 1.5198], [0.0825, -5.0180, 1.5675], [-1.2642, -4.8592, 1.9188], [-1.8129, -3.5986, 2.0450], [-1.0203, -2.4869, 1.8244], [0.3064, -2.6194, 1.4575], [0.8579, -3.8771, 1.3309], [-1.6826, -0.8384, 1.8572], [-3.0034, -0.8073, 2.4191], [-0.7046, 0.0426, 2.4750], [-1.6689, -0.3233, 0.3134], [-2.1651, -0.9908, -0.7187], [-2.6358, -2.2354, -0.6104], [-3.0829, -2.7956, -1.7166], [-3.0682, -2.1568, -2.9492], [-2.5412, -0.8726, -2.9728], [-2.0885, -0.2799, -1.8828], [0.0230, -7.0529, 1.4412], [1.5184, -6.3641, 1.0181], [-1.8745, -5.7373, 2.0820], [-2.8495, -3.4485, 2.3083], [0.8930, -1.7290, 1.2773], [1.8919, -3.9923, 1.0421], [-3.4659, -3.8021, -1.5927], [-3.4515, -2.6230, -3.8413], [-2.4753, -0.2953, -3.8888], [-0.2764, 3.6052, -1.4907], [3.2199, -1.1185, -4.1630], [2.9974, 0.3056, -4.1168], [2.1433, 0.8893, -3.2593], [1.1888, -0.0980, -2.2442], [2.0745, 2.2022, -3.1896], [2.7867, 3.1449, -4.0135], [3.9361, -1.3462, -4.9487], [2.2801, -1.6322, -4.3688], [3.5987, -1.4853, -3.2055], [3.6252, 0.9014, -4.6340], [1.3353, 2.6189, -2.6098], [2.5576, 3.0095, -5.0730], [3.8669, 3.0755, -3.8591], [2.4517, 4.1339, -3.7136]], "e_lumo_ev": 0.45, "relative_energy_ev": 0.819, "energy_ev": -129842.927, "homo_lumo_gap_ev": 6.5}

---

(2)
{"formula": "C23H26N9O5STc", "method": "ωB97M-V with the def2-TZVPD basis set", "species": ["Tc", "O", "N", "N", "O", "C", "C", "C", "C", "C", "C", "H", "H", "H", "H", "H", "N", "C", "C", "N", "C", "C", "N", "C", "C", "N", "H", "H", "H", "H", "H", "H", "N", "C", "C", "N", "C", "C", "H", "H", "H", "H", "H", "H", "H", "H", "H", "H", "H", "O", "C", "N", "S", "O", "O", "C", "C", "C", "C", "C", "C", "H", "H", "H", "H"], "xyz": [[0.1901, -0.2770, -0.0006], [-1.3822, 0.5008, 1.0023], [-1.9291, 1.5829, 0.4997], [-1.2424, 2.0913, -0.4104], [-0.0728, 1.5213, -0.7685], [-1.6420, 3.2899, -1.1122], [-2.6161, 4.1097, -0.5566], [-2.9953, 5.2340, -1.2635], [-2.4082, 5.5240, -2.4902], [-1.4375, 4.6874, -3.0234], [-1.0408, 3.5538, -2.3349], [-3.0596, 3.8754, 0.4023], [-3.7506, 5.8914, -0.8536], [-2.7097, 6.4122, -3.0319], [-0.9897, 4.9168, -3.9810], [-0.2951, 2.8814, -2.7379], [-1.2324, -4.0985, 0.6919], [-0.5189, -4.1296, 1.8696], [0.1590, -2.9598, 1.9292], [-0.1213, -2.2224, 0.7890], [-0.9850, -2.9470, 0.0737], [-1.5883, -2.3111, -1.0723], [-1.2933, -1.0252, -1.2552], [-2.0258, -0.5798, -2.3386], [-2.7841, -1.6136, -2.7799], [-2.4884, -2.6914, -1.9700], [-1.8551, -4.8275, 0.3747], [-0.5494, -4.9658, 2.5496], [0.8076, -2.6246, 2.7170], [-1.9500, 0.4174, -2.7394], [-3.4775, -1.6748, -3.6032], [-2.8758, -3.6164, -2.0838], [4.1192, 1.2852, 2.3448], [3.0117, 2.3018, 2.3505], [1.8976, 1.8118, 1.4388], [1.4399, 0.4060, 1.7379], [2.5230, -0.5716, 2.1117], [3.6083, 0.0297, 2.9923], [4.9506, 1.6368, 2.8199], [4.3639, 1.0700, 1.3650], [3.3865, 3.2556, 1.9891], [2.6912, 2.4249, 3.3835], [2.2424, 1.8539, 0.4151], [1.0412, 2.4763, 1.5352], [0.8154, 0.4711, 2.5396], [2.9716, -0.9560, 1.2119], [2.0750, -1.3997, 2.6468], [4.4215, -0.6806, 3.1150], [3.2403, 0.3085, 3.9785], [3.6378, 0.6483, -0.4703], [3.0906, 0.0351, -1.3823], [1.8159, -0.5276, -1.3035], [1.3421, -1.0194, -2.8879], [0.4891, 0.0076, -3.4164], [0.8477, -2.3593, -2.7973], [2.9261, -0.8509, -3.5960], [3.3194, -1.1464, -4.8821], [4.6032, -0.7467, -5.2418], [5.4262, -0.0671, -4.3458], [4.9987, 0.2246, -3.0578], [3.7297, -0.1818, -2.6893], [2.6741, -1.6712, -5.5745], [4.9614, -0.9646, -6.2390], [6.4150, 0.2370, -4.6614], [5.6400, 0.7432, -2.3575]], "e_lumo_ev": [-8.62, -10.63], "spin_multiplicity": 4, "energy_ev": -60928.915, "total_charge": 3, "homo_lumo_gap_ev": [8.1, 6.1]}

---

(3)
{"formula": "C23H27AsClIInOP", "method": "ωB97M-V with the def2-TZVPD basis set", "species": ["C", "I", "H", "H", "H", "In", "P", "C", "C", "H", "H", "H", "C", "H", "H", "H", "H", "H", "H", "C", "O", "Cl", "C", "C", "C", "C", "C", "C", "As", "C", "C", "C", "C", "C", "C", "C", "C", "C", "C", "C", "C", "H", "H", "H", "H", "H", "H", "H", "H", "H", "H", "H", "H", "H", "H", "H"], "xyz": [[-0.6396, -3.0455, -2.0748], [2.3397, -2.6765, -0.9437], [-1.7336, -2.9420, -1.9003], [-0.2936, -4.0014, -1.6296], [-0.3004, -2.8959, -3.1197], [-0.1927, -1.2769, -0.9793], [-0.0856, 1.1666, -2.0523], [1.4305, 1.7112, -2.9091], [-1.2077, 0.8305, -3.4482], [-1.6196, 2.5762, -0.8005], [-1.0123, 3.3738, -2.2916], [0.0299, 3.2891, -0.8223], [-0.7267, 2.7549, -1.4196], [-2.1507, 0.4156, -3.0483], [-1.3916, 1.7902, -3.9724], [1.1349, 2.3278, -3.7702], [1.9936, 0.8367, -3.2575], [-0.7438, 0.1014, -4.1348], [2.0665, 2.3018, -2.2388], [2.4838, 0.6132, -0.1095], [3.5158, 0.2418, 0.2190], [-2.5563, -0.9116, -0.2175], [-0.5327, 4.2810, 5.0531], [0.0519, 4.3760, 3.7839], [0.1475, 3.2541, 2.9690], [-0.3414, 2.0208, 3.4338], [-0.9512, 1.9309, 4.6817], [-1.0473, 3.0567, 5.4970], [-0.0369, 0.4298, 2.3338], [1.6681, -0.1647, 3.1498], [2.3102, -1.2994, 2.6335], [3.5467, -1.7003, 3.1316], [4.1693, -0.9526, 4.1235], [3.5610, 0.1919, 4.6356], [2.2983, 0.5948, 4.1491], [-1.3025, -0.7245, 3.2563], [-0.8967, -1.8353, 4.0007], [-1.8657, -2.6505, 4.6127], [-3.2157, -2.3576, 4.4731], [-3.6311, -1.2613, 3.7264], [-2.6816, -0.4287, 3.1219], [-0.5880, 5.1582, 5.7023], [0.4426, 5.3453, 3.4349], [0.6072, 3.3294, 1.9677], [-1.3629, 0.9787, 5.0285], [-1.5185, 2.9712, 6.4786], [1.8266, -1.8646, 1.8232], [4.0085, -2.6067, 2.7159], [5.1610, -1.2446, 4.4689], [4.0561, 0.7872, 5.4027], [1.8332, 1.4890, 4.5490], [0.1698, -2.0797, 4.0857], [-1.5394, -3.5230, 5.1750], [-3.9642, -2.9982, 4.9419], [-4.6798, -1.0364, 3.5798], [-2.9841, 0.4181, 2.5052]], "e_lumo_ev": [-9.28, -9.85], "relative_energy_ev": 1.592, "energy_ev": -122243.598, "total_charge": 2, "homo_lumo_gap_ev": [5.5, 4.7]}

---

(4)
{"formula": "C23H27AuN4O3SSeSi", "method": "ωB97M-V with the def2-TZVPD basis set", "species": ["Au", "O", "C", "C", "C", "C", "C", "C", "C", "O", "N", "N", "C", "C", "C", "C", "C", "C", "C", "O", "H", "H", "H", "H", "H", "H", "H", "H", "H", "H", "C", "C", "C", "C", "N", "C", "S", "N", "C", "H", "H", "H", "H", "H", "H", "H", "H", "C", "Si", "C", "C", "Se", "H", "H", "H", "H", "H", "H", "H", "H", "H"], "xyz": [[1.2431, 0.8548, -0.4622], [-0.6063, -1.9923, -4.7325], [-1.7164, -1.5586, -4.1185], [-2.9363, -2.0873, -4.5498], [-4.1263, -1.6703, -3.9892], [-4.1355, -0.6994, -2.9874], [-2.9344, -0.1917, -2.5409], [-1.7139, -0.6119, -3.0804], [-0.4705, -0.0946, -2.4675], [-0.5834, 0.5328, -1.3271], [0.6502, -0.3196, -3.0748], [1.7376, 0.0726, -2.3178], [2.8993, -0.3007, -2.6875], [4.1276, -0.0843, -1.9779], [5.2967, -0.6645, -2.5141], [6.5032, -0.5802, -1.8706], [6.5639, 0.1153, -0.6567], [5.4453, 0.7207, -0.1365], [4.1964, 0.6388, -0.7808], [3.1886, 1.2869, -0.2125], [0.1462, -1.5279, -4.3128], [-2.9110, -2.8277, -5.3409], [-5.0591, -2.0975, -4.3413], [-5.0726, -0.3522, -2.5684], [-2.9025, 0.5646, -1.7650], [2.9481, -0.8730, -3.6073], [5.2164, -1.2025, -3.4546], [7.3880, -1.0376, -2.2930], [7.5038, 0.1735, -0.1191], [5.4810, 1.2825, 0.7897], [-0.4264, -1.6758, 4.3188], [-0.9070, -1.8734, 2.9196], [-2.2008, -1.7626, 2.5252], [-2.4910, -1.9236, 1.1524], [-1.5611, -2.1696, 0.2497], [-0.2596, -2.2458, 0.6299], [1.0140, -2.4512, -0.4438], [0.0191, -2.1449, 1.9772], [-3.8984, -1.8217, 0.6485], [-1.2570, -1.6916, 5.0211], [0.0644, -0.7004, 4.3803], [0.3078, -2.4338, 4.5992], [-2.9838, -1.5456, 3.2404], [0.9946, -2.1666, 2.2236], [-4.5925, -1.5118, 1.4290], [-4.2106, -2.7896, 0.2496], [-3.9293, -1.1132, -0.1807], [-2.1755, 2.4615, 2.9513], [-0.4475, 3.0346, 2.5824], [0.4113, 3.5214, 4.1627], [-0.4664, 4.3783, 1.3046], [0.8579, 1.2754, 1.8892], [-2.7620, 3.2981, 3.3552], [-2.1836, 1.6513, 3.6878], [-2.6713, 2.1073, 2.0415], [-0.3084, 3.7859, 4.9459], [1.0734, 4.3770, 3.9949], [1.0282, 2.6934, 4.5270], [-0.9112, 5.2977, 1.7074], [-1.0484, 4.0729, 0.4299], [0.5540, 4.5976, 0.9778]], "e_lumo_ev": -1.32, "relative_energy_ev": 0.000, "energy_ev": -124144.729, "homo_lumo_gap_ev": 6.6}

---

(5)
{"formula": "C23H27BiN5Se", "method": "ωB97M-V with the def2-TZVPD basis set", "species": ["Bi", "N", "C", "C", "C", "C", "C", "N", "C", "C", "C", "C", "C", "N", "H", "H", "H", "H", "H", "H", "H", "H", "H", "C", "C", "C", "C", "C", "H", "H", "H", "H", "H", "H", "H", "H", "H", "H", "C", "N", "C", "Se", "N", "C", "C", "C", "C", "C", "C", "H", "H", "H", "H", "H", "H", "H", "H"], "xyz": [[-0.4541, 0.5995, 0.3367], [0.6294, -2.8568, 1.2336], [-0.0877, -3.0279, 0.0581], [-0.4511, -4.3457, -0.2590], [-1.1116, -4.5750, -1.4474], [-1.4021, -3.4973, -2.2795], [-1.0069, -2.2364, -1.8730], [-0.3545, -2.0117, -0.7397], [1.1151, -1.8407, 2.0068], [1.9416, -2.2779, 3.0680], [2.5123, -1.3887, 3.9381], [2.2266, -0.0327, 3.7712], [1.3879, 0.3338, 2.7564], [0.8483, -0.5273, 1.8621], [0.9083, -3.7598, 1.6042], [-0.2102, -5.1580, 0.4091], [-1.3927, -5.5791, -1.7261], [-1.9211, -3.6394, -3.2131], [-1.1980, -1.3616, -2.4795], [2.1189, -3.3376, 3.1845], [3.1477, -1.7335, 4.7380], [2.6328, 0.7089, 4.4344], [1.1057, 1.3640, 2.6262], [0.7094, 4.6725, 0.2628], [0.6506, 3.3967, -0.5948], [1.7432, 3.4619, -1.6772], [-0.7262, 3.3162, -1.2544], [0.8949, 2.2056, 0.2708], [0.5551, 5.5458, -0.3640], [1.6721, 4.7723, 0.7541], [-0.0697, 4.6562, 1.0211], [1.5198, 4.2498, -2.3918], [1.7989, 2.5152, -2.2141], [2.7159, 3.6583, -1.2358], [-0.9021, 4.1878, -1.8808], [-1.5104, 3.2798, -0.4976], [-0.7918, 2.4277, -1.8810], [1.8753, 2.1817, 0.7193], [4.3111, -1.0899, 0.5776], [3.5735, -2.1022, -0.1278], [2.7972, -1.8810, -1.2209], [2.3353, -0.3016, -1.9325], [2.3473, -3.0812, -1.6659], [2.8339, -4.0888, -0.8691], [2.6732, -5.4623, -0.9033], [3.3182, -6.1955, 0.0783], [4.0809, -5.5762, 1.0625], [4.2400, -4.2003, 1.1096], [3.6143, -3.4605, 0.1198], [3.9913, -0.1151, 0.2096], [5.3831, -1.1979, 0.3984], [4.1182, -1.1579, 1.6491], [1.8036, -3.1737, -2.5093], [2.0892, -5.9391, -1.6733], [3.2309, -7.2696, 0.0733], [4.5732, -6.1804, 1.8055], [4.8320, -3.7285, 1.8781]], "e_lumo_ev": [-3.17, -3.08], "relative_energy_ev": 1.132, "energy_ev": -102919.669, "total_charge": 1, "homo_lumo_gap_ev": [6.6, 6.6]}

---

(6)
{"formula": "C23H27Br2NOSTi", "method": "ωB97M-V with the def2-TZVPD basis set", "species": ["Ti", "C", "C", "C", "C", "C", "C", "C", "C", "C", "C", "C", "C", "H", "H", "H", "H", "H", "H", "H", "H", "H", "H", "H", "H", "H", "H", "H", "H", "H", "H", "C", "C", "C", "C", "C", "C", "Br", "C", "C", "Br", "C", "O", "C", "N", "H", "H", "H", "H", "H", "H", "C", "H", "H", "H", "S"], "xyz": [[-0.0772, 1.1321, -0.0847], [2.7634, -3.0633, -0.4840], [1.9911, -2.3738, 0.6167], [2.6389, -1.5252, 1.5216], [4.0683, -1.0951, 1.2893], [1.9256, -0.9776, 2.5892], [2.5946, -0.0583, 3.5745], [0.5548, -1.2346, 2.7264], [-0.1942, -0.5559, 3.8447], [-0.1007, -2.0466, 1.7965], [-1.5801, -2.3137, 1.9227], [0.6142, -2.5858, 0.7200], [-0.1175, -3.3292, -0.3709], [2.6954, -2.5253, -1.4345], [2.3827, -4.0719, -0.6527], [3.8198, -3.1560, -0.2350], [4.7805, -1.5835, 1.9642], [4.1577, -0.0193, 1.4398], [4.3838, -1.2888, 0.2660], [2.3073, 0.9756, 3.3520], [3.6797, -0.1394, 3.5445], [2.2755, -0.2810, 4.5947], [0.0512, -0.9930, 4.8210], [-1.2704, -0.6106, 3.7074], [0.0607, 0.5045, 3.8525], [-2.1577, -1.4927, 1.4901], [-1.8726, -2.4314, 2.9663], [-1.8703, -3.2230, 1.4002], [-0.2655, -4.3904, -0.1379], [0.4229, -3.2746, -1.3146], [-1.0941, -2.8851, -0.5493], [0.3070, 4.3455, -1.2496], [-0.9181, 3.6791, -1.7981], [-1.7268, 4.2846, -2.7242], [-2.8393, 3.6240, -3.2799], [-3.1097, 2.3039, -2.8520], [-4.1454, 1.4803, -3.3541], [-5.3646, 2.1672, -4.6683], [-4.3615, 0.2001, -2.8770], [-3.5386, -0.2952, -1.8738], [-3.8651, -2.0461, -1.2102], [-2.4964, 0.4515, -1.3171], [-1.7154, 0.0076, -0.3578], [-2.2638, 1.7441, -1.8571], [-1.1677, 2.4175, -1.3414], [0.3113, 5.4068, -1.5089], [1.2103, 3.8798, -1.6583], [0.3649, 4.2125, -0.1658], [-1.4835, 5.2943, -3.0380], [-3.4673, 4.0960, -4.0206], [-5.1420, -0.4214, -3.2937], [1.6281, 0.5324, -1.3419], [1.7793, -0.5541, -1.3977], [2.5625, 0.9753, -0.9731], [1.4760, 0.8725, -2.3773], [0.3980, 2.2551, 1.7993]], "e_lumo_ev": [4.33, 4.31], "relative_energy_ev": 0.000, "spin_multiplicity": 3, "energy_ev": -201865.330, "total_charge": -2, "homo_lumo_gap_ev": [3.6, 5.4]}